(1)
The ion C9H16N with charge +1 in a non-equilibrium geometry. Source: the OMol25 dataset; level of theory: ωB97M-V with the def2-TZVPD basis set.

CARTESIAN COORDINATES (ANGSTROEM)
C (0.691, -0.955, 2.844)
C (1.003, -0.712, 1.408)
C (2.319, -1.056, 0.804)
C (0.150, -0.165, 0.487)
C (-1.169, 0.451, 0.698)
N (-1.735, 1.087, -0.338)
C (-2.979, 1.675, -0.514)
C (-0.811, 0.854, -1.450)
C (0.466, 0.177, -1.006)
C (0.998, -0.852, -2.143)
H (0.620, -1.993, 2.978)
H (-0.231, -0.529, 3.371)
H (1.497, -0.623, 3.459)
H (2.483, -0.396, -0.019)
H (2.345, -2.013, 0.437)
H (3.226, -0.935, 1.413)
H (-1.698, 0.412, 1.599)
H (-3.710, 1.282, -1.274)
H (-3.507, 1.716, 0.520)
H (-2.927, 2.690, -0.887)
H (-0.470, 1.764, -1.905)
H (-1.377, 0.218, -2.219)
H (1.321, 0.863, -0.926)
H (0.796, -0.257, -3.042)
H (0.581, -1.773, -2.256)
H (2.117, -0.927, -2.040)

The calculation puts the energy above the lowest of the compared OMol25 structures with the same formula, charge and spin at 181.4 kJ/mol. As for the spin multiplicity: 1. The max |F| comes out at 5.8 eV/A. Its molar mass is 138.2 g mol⁻¹. The LUMO energy is -4.607 eV. As for the SMILES: CC(C)=C1C=[N+](C)C[C@@H]1C. Its total charge is +1.

---

(2)
A cluster of 2 separate species, C9H16N2O2 in total in a non-equilibrium geometry. Source: the OMol25 dataset; level of theory: ωB97M-V with the def2-TZVPD basis set.

CARTESIAN COORDINATES (ANGSTROEM)
O (-2.580, 5.214, 1.805)
C (-2.404, 4.147, 1.156)
C (-1.206, 3.873, 0.272)
C (-0.780, 2.590, 0.247)
N (-1.540, 1.529, 0.701)
C (-2.903, 1.708, 1.106)
O (-3.690, 0.762, 1.242)
N (-3.255, 3.045, 1.287)
H (-0.521, 4.691, -0.054)
H (0.089, 2.260, -0.277)
H (-1.295, 0.586, 0.305)
H (-4.187, 3.129, 1.760)
C (1.048, -0.496, -0.196)
C (1.403, -1.865, -0.501)
C (2.487, -2.461, 0.549)
C (2.048, -2.159, -1.958)
C (0.248, -2.907, -0.574)
H (0.956, -0.203, 0.898)
H (2.071, 0.119, -0.701)
H (0.133, 0.078, -0.724)
H (2.911, -3.297, 0.254)
H (3.182, -1.488, 1.050)
H (1.811, -2.852, 1.484)
H (1.716, -3.272, -2.319)
H (3.169, -1.855, -2.062)
H (1.425, -1.542, -2.761)
H (-0.443, -2.624, -1.265)
H (0.503, -3.842, -0.946)
H (-0.395, -2.870, 0.221)

The calculation puts the energy above the lowest of the compared OMol25 structures with the same formula, charge and spin at 422.5 kJ/mol. As for the spin multiplicity: 1. The max |F| comes out at 9.3 eV/A. Its molar mass is 184.2 g mol⁻¹. The LUMO energy is 0.407 eV. As for the SMILES: O=c1cc[nH]c(=O)[nH]1.CC(C)(C)C.

---

(3)
An isolated molecule of C9H16N2O2 in a non-equilibrium geometry. Source: the OMol25 dataset; level of theory: ωB97M-V with the def2-TZVPD basis set.

CARTESIAN COORDINATES (ANGSTROEM)
C (-2.721, 0.200, 1.058)
C (-2.751, -1.218, 0.634)
C (-0.720, 0.588, -0.180)
C (-0.988, 0.467, -1.647)
C (1.541, 2.029, -0.158)
C (1.500, -0.401, -0.091)
C (0.520, 0.799, 1.917)
C (-1.225, -2.886, -0.171)
C (0.665, 0.809, 0.351)
N (-1.486, -1.695, 0.548)
N (-1.801, 1.018, 0.612)
O (-2.004, 2.245, 0.669)
O (-3.739, -1.824, 0.230)
H (-3.452, 0.668, 1.632)
H (-1.467, -0.482, -1.883)
H (-0.125, 0.531, -2.425)
H (-1.651, 1.221, -2.035)
H (2.520, 1.807, 0.308)
H (1.286, 2.977, 0.172)
H (1.686, 2.115, -1.280)
H (1.361, -0.282, -1.197)
H (2.483, -0.227, 0.177)
H (1.049, -1.375, 0.348)
H (1.443, 0.341, 2.380)
H (-0.330, 0.181, 2.079)
H (0.405, 1.838, 2.250)
H (-0.178, -3.075, -0.094)
H (-1.657, -3.916, 0.228)
H (-1.653, -2.835, -1.269)

The calculation puts the energy above the lowest of the compared OMol25 structures with the same formula, charge and spin at 773.5 kJ/mol. As for the spin multiplicity: 1. The max |F| comes out at 4.2 eV/A. Its molar mass is 184.2 g mol⁻¹. The LUMO energy (alpha / beta) is -1.859 / -1.705 eV.

---

(4)
A cluster of 2 separate species, C9H16N2O2S in total in a non-equilibrium geometry. Source: the OMol25 dataset; level of theory: ωB97M-V with the def2-TZVPD basis set.

CARTESIAN COORDINATES (ANGSTROEM)
C (-2.931, -1.874, 0.752)
C (-2.443, -0.370, 0.596)
C (-1.452, -0.310, -0.608)
S (-0.784, -1.573, -1.294)
C (-1.238, 1.127, -0.981)
O (-0.506, 1.310, -2.169)
N (-1.709, 2.002, -0.269)
C (-1.882, 3.347, -0.521)
H (-3.339, -1.997, 1.709)
H (-2.040, -2.526, 0.467)
H (-3.685, -2.202, -0.020)
H (-2.028, 0.018, 1.535)
H (-3.194, 0.345, 0.245)
H (-0.105, 0.378, -2.485)
H (-2.455, 3.539, -1.434)
H (-2.430, 3.751, 0.314)
H (-0.961, 4.004, -0.786)
C (2.896, -1.339, 1.637)
C (2.167, -1.147, 0.319)
C (3.228, -1.014, -0.758)
N (1.292, 0.030, 0.334)
C (1.284, 1.220, 0.258)
O (0.996, 2.337, 0.324)
H (2.362, -1.948, 2.281)
H (3.829, -1.838, 1.483)
H (3.118, -0.377, 1.991)
H (1.541, -1.993, 0.124)
H (4.238, -1.418, -0.417)
H (3.319, 0.101, -0.969)
H (2.914, -1.583, -1.658)

The calculation puts the energy above the lowest of the compared OMol25 structures with the same formula, charge and spin at 75.5 kJ/mol. As for the spin multiplicity: 1. The max |F| comes out at 4.5 eV/A. Its molar mass is 216.3 g mol⁻¹. The LUMO energy is -0.625 eV. As for the SMILES: CCC(=S)/C(O)=N/C.CC(C)N=C=O.

---

(5)
The ion C9H16N3 with charge +1 in a non-equilibrium geometry. Source: the OMol25 dataset; level of theory: ωB97M-V with the def2-TZVPD basis set.

CARTESIAN COORDINATES (ANGSTROEM)
C (1.724, 1.521, -0.996)
C (0.141, -0.553, 0.144)
C (0.751, 2.119, -0.112)
C (-0.224, -1.897, 0.728)
C (-1.557, -1.929, 1.536)
C (-1.878, 0.395, 1.047)
C (-0.835, 0.402, 0.041)
C (-0.640, 1.730, -0.637)
C (3.055, -0.223, -2.027)
N (1.338, -0.728, -0.525)
N (1.806, 0.286, -1.206)
N (-2.572, -0.928, 1.133)
H (0.913, 3.195, 0.096)
H (0.793, 1.587, 0.847)
H (-0.245, -2.674, -0.037)
H (0.596, -2.202, 1.300)
H (-1.875, -2.949, 1.378)
H (-1.423, -1.921, 2.525)
H (-1.384, 0.551, 2.146)
H (-2.644, 1.202, 0.813)
H (-0.565, 1.547, -1.731)
H (2.183, 2.173, -1.746)
H (-1.346, 2.482, -0.192)
H (3.558, 0.709, -2.581)
H (3.718, -0.680, -1.269)
H (2.676, -1.143, -2.566)
H (-2.731, -1.124, 0.102)
H (-3.333, -0.946, 1.790)

The calculation puts the energy above the lowest of the compared OMol25 structures with the same formula, charge and spin at 555.2 kJ/mol. As for the spin multiplicity: 1. The max |F| comes out at 4.8 eV/A. Its molar mass is 166.2 g mol⁻¹. The LUMO energy is -3.030 eV. Its total charge is +1.

---

(6)
A cluster of 2 separate species, C9H16N3O in total in a non-equilibrium geometry. Source: the OMol25 dataset; level of theory: ωB97M-V with the def2-TZVPD basis set.

CARTESIAN COORDINATES (ANGSTROEM)
C (3.462, 0.178, -2.568)
C (2.870, -0.307, -0.242)
N (1.776, -0.975, -0.569)
N (3.757, 0.068, -1.143)
N (2.996, 0.113, 1.035)
H (1.700, -1.341, -1.509)
H (1.194, -1.440, 0.136)
H (4.599, 0.526, -0.833)
H (3.771, 0.738, 1.255)
H (2.802, -0.488, 1.824)
H (2.694, 0.923, -2.759)
H (3.079, -0.771, -2.956)
H (4.380, 0.323, -3.127)
C (-4.179, 1.800, -0.005)
C (-1.150, -1.010, 1.149)
C (-1.587, -1.007, -0.166)
C (-1.722, -0.183, 2.098)
C (-2.550, -0.076, -0.528)
C (-2.647, 0.771, 1.694)
C (-3.020, 0.887, 0.362)
O (-0.147, -1.911, 1.453)
H (0.042, -2.112, 2.374)
H (-1.163, -1.688, -0.888)
H (-1.436, -0.282, 3.134)
H (-3.031, -0.170, -1.486)
H (-2.993, 1.461, 2.454)
H (-5.038, 1.131, -0.075)
H (-4.118, 2.345, -0.931)
H (-4.341, 2.498, 0.815)

The calculation puts the energy above the lowest of the compared OMol25 structures with the same formula, charge and spin at 17.1 kJ/mol. As for the spin multiplicity: 1. The max |F| comes out at 1.4 eV/A. Its molar mass is 182.2 g mol⁻¹. The LUMO energy is -2.839 eV. Its total charge is +1.

---

(7)
A cluster of 2 separate species, C9H16N3O in total in a non-equilibrium geometry. Source: the OMol25 dataset; level of theory: ωB97M-V with the def2-TZVPD basis set.

CARTESIAN COORDINATES (ANGSTROEM)
C (-0.869, 2.409, 1.800)
C (-0.698, -0.024, 2.512)
N (-0.669, 0.913, 1.505)
N (-0.978, 0.504, 3.792)
N (-0.621, -1.409, 2.247)
H (-0.449, 0.648, 0.535)
H (-0.568, 1.383, 4.011)
H (-1.130, -0.170, 4.551)
H (-0.235, -1.883, 1.355)
H (-0.504, -1.872, 3.152)
H (0.046, 2.868, 2.377)
H (-1.792, 2.309, 2.475)
H (-1.057, 2.850, 0.757)
C (-0.481, 1.440, -3.079)
C (1.323, -1.909, -0.983)
C (-0.004, -1.481, -0.636)
C (1.985, -1.443, -2.088)
C (-0.559, -0.414, -1.439)
C (1.511, -0.301, -2.661)
C (0.201, 0.276, -2.334)
O (1.841, -2.891, -0.204)
H (-0.679, -2.251, -0.116)
H (2.740, -2.991, -0.592)
H (2.972, -2.017, -2.410)
H (-1.506, -0.089, -1.012)
H (2.074, 0.389, -3.420)
H (0.382, 1.789, -3.672)
H (-1.082, 2.269, -2.579)
H (-1.193, 1.101, -3.843)

The calculation puts the energy above the lowest of the compared OMol25 structures with the same formula, charge and spin at 259.1 kJ/mol. As for the spin multiplicity: 1. The max |F| comes out at 4.5 eV/A. Its molar mass is 182.2 g mol⁻¹. The LUMO energy is -2.634 eV. Its total charge is +1.

---

(8)
The ion C9H16N3O with charge +1 in a non-equilibrium geometry. Source: the OMol25 dataset; level of theory: ωB97M-V with the def2-TZVPD basis set.

CARTESIAN COORDINATES (ANGSTROEM)
C (1.865, 1.183, 0.279)
C (1.122, 0.959, -0.815)
C (1.420, 1.071, 1.648)
C (3.244, 1.737, -0.044)
C (1.920, 1.177, -2.020)
C (-2.592, -0.019, 1.369)
C (-1.759, -0.999, -0.808)
C (-1.510, -2.306, 1.321)
C (-1.526, -0.888, 0.706)
N (0.153, 0.391, 1.728)
N (-0.183, -0.452, 0.854)
N (3.365, 1.475, -1.511)
O (1.934, 1.525, 2.634)
H (3.305, 2.807, 0.162)
H (4.021, 1.224, 0.522)
H (1.926, 0.316, -2.686)
H (1.557, 2.045, -2.572)
H (-2.471, 0.028, 2.451)
H (-2.581, 0.989, 0.958)
H (-3.569, -0.452, 1.176)
H (-1.733, -0.011, -1.258)
H (-2.723, -1.458, -1.000)
H (-0.979, -1.605, -1.258)
H (-1.374, -2.250, 2.399)
H (-2.452, -2.799, 1.102)
H (-0.699, -2.892, 0.896)
H (-0.512, 0.791, 2.406)
H (3.789, 2.259, -2.011)
H (3.952, 0.651, -1.667)

The calculation puts the energy above the lowest of the compared OMol25 structures with the same formula, charge and spin at 0.0 kJ/mol. As for the spin multiplicity: 3. The max |F| comes out at 3.6 eV/A. Its molar mass is 182.2 g mol⁻¹. The expectation value of S² is 2.02. The LUMO energy (alpha / beta) is -3.542 / -5.640 eV. Its total charge is +1.